68
Properties=species:S:1:pos:R:3:forces:R:3 method="wB97M-V/def2-TZVPD" e_homo_ha="-0.060 / -0.061" de_lowest_ev=0.0000 s2=0.77 energy_ha=-2437.02549 spin_multiplicity=2 total_charge=-2
V -1.514 1.617 -2.154 0.639 -0.210 0.234
C 2.760 1.743 -1.151 -0.026 0.077 -0.007
N 2.264 0.413 -0.889 0.050 -0.024 0.008
C 2.240 -0.381 -2.105 -0.014 -0.008 0.016
C 1.279 -1.563 -2.046 0.072 -0.078 -0.139
C -0.146 -1.238 -2.479 -0.070 0.072 -0.104
N -0.923 -0.408 -1.548 -0.126 0.310 0.117
C -1.367 -1.030 -0.519 0.061 -0.014 0.047
C -2.248 -0.504 0.506 0.051 0.012 -0.091
C -2.588 -1.380 1.544 -0.002 -0.020 0.099
C -3.429 -1.007 2.571 0.011 0.018 -0.034
C -3.957 0.291 2.554 -0.005 -0.028 0.022
C -3.652 1.172 1.545 0.022 0.006 -0.018
C -2.785 0.814 0.475 0.095 0.039 0.018
O -2.517 1.676 -0.441 -0.511 -0.186 0.195
C 3.018 -0.238 0.170 -0.017 0.036 -0.047
C 2.573 0.207 1.557 0.014 -0.041 0.040
C 1.128 -0.190 1.852 0.016 -0.019 -0.069
N 0.943 -1.605 1.619 -0.042 0.038 -0.033
C 0.585 -2.325 2.600 -0.069 -0.042 -0.040
C 0.332 -3.763 2.593 -0.003 0.042 0.020
C 0.211 -4.373 3.845 0.010 -0.003 -0.004
C 0.000 -5.729 4.015 -0.003 0.011 -0.019
C -0.112 -6.514 2.856 0.004 -0.007 0.029
C -0.028 -5.959 1.606 0.004 0.005 -0.030
C 0.179 -4.544 1.377 -0.039 0.019 -0.005
O 0.193 -4.067 0.216 0.009 -0.008 0.023
H 3.777 1.726 -1.596 0.007 0.001 0.007
H 2.812 2.312 -0.222 -0.004 0.034 -0.012
H 2.076 2.263 -1.822 -0.018 -0.014 0.006
H 3.265 -0.736 -2.340 -0.004 -0.010 -0.006
H 1.941 0.268 -2.934 -0.003 0.060 0.053
H 1.273 -2.044 -1.063 -0.024 0.023 0.014
H 1.632 -2.317 -2.761 0.027 -0.028 0.072
H -0.675 -2.184 -2.626 -0.025 -0.007 0.027
H -0.149 -0.717 -3.438 0.023 -0.010 0.006
H -1.067 -2.073 -0.369 0.003 -0.034 -0.014
H -2.152 -2.374 1.535 0.018 -0.002 -0.023
H -3.666 -1.701 3.367 -0.012 0.016 0.013
H -4.622 0.611 3.352 0.001 -0.006 0.003
H -4.062 2.176 1.530 0.004 0.000 -0.005
H 4.104 -0.050 0.043 0.013 0.004 -0.019
H 2.865 -1.313 0.099 -0.024 -0.012 0.007
H 2.678 1.291 1.663 0.003 -0.007 0.034
H 3.234 -0.258 2.298 -0.001 0.009 0.003
H 0.476 0.359 1.165 -0.002 -0.011 0.025
H 0.862 0.101 2.881 -0.010 0.003 0.021
H 0.431 -1.851 3.588 0.028 -0.002 0.028
H 0.298 -3.735 4.723 -0.002 0.003 -0.002
H -0.083 -6.165 5.003 -0.002 -0.002 0.002
H -0.277 -7.585 2.951 -0.002 -0.002 -0.008
H -0.132 -6.572 0.717 0.001 0.002 0.004
O -2.815 1.765 -3.407 -0.233 0.046 -0.179
O -1.632 1.087 -3.941 -0.188 -0.110 -0.251
C 0.498 4.827 -0.773 -0.007 0.011 0.015
C -0.260 4.339 -2.015 -0.162 0.046 -0.033
C 0.554 4.665 -3.275 0.022 -0.030 0.000
C -1.607 5.077 -2.093 0.012 0.008 0.006
N -0.496 2.931 -1.931 0.402 0.063 -0.035
H 0.657 5.911 -0.805 0.002 -0.011 0.006
H 1.467 4.333 -0.705 0.022 -0.013 0.007
H -0.074 4.576 0.123 0.004 0.002 0.001
H 0.695 5.746 -3.393 0.004 -0.001 0.004
H 0.034 4.271 -4.150 0.004 0.004 0.001
H 1.537 4.190 -3.222 -0.002 -0.013 -0.006
H -1.471 6.165 -2.150 -0.001 -0.007 0.000
H -2.203 4.836 -1.210 -0.001 0.006 -0.003
H -2.158 4.735 -2.971 -0.002 -0.006 0.003



69
Properties=species:S:1:pos:R:3:forces:R:3 method="wB97M-V/def2-TZVPD" e_homo_ha=-0.741 energy_ha=-1789.66526 total_charge=+4
Pt -0.473 0.619 -0.273 -0.331 0.220 0.283
C 0.380 -1.753 2.304 -0.015 0.002 -0.092
C -1.074 -1.486 2.016 0.015 -0.130 0.122
C -1.998 -2.274 2.704 -0.058 -0.055 0.033
C -3.345 -1.980 2.717 0.142 0.105 -0.022
C -3.739 -0.787 2.113 0.055 -0.005 0.075
C -2.811 -0.051 1.411 -0.330 0.090 -0.129
N -1.520 -0.448 1.261 0.215 0.091 -0.332
Sb -3.335 1.953 0.857 0.125 -0.087 -0.110
C -1.470 2.663 1.642 -0.097 -0.092 0.102
C -1.577 3.684 2.556 0.025 -0.045 0.045
C -0.434 4.204 3.161 0.009 -0.051 -0.031
C 0.763 3.626 2.828 0.024 0.023 -0.046
C 0.854 2.587 1.892 -0.014 0.117 0.061
C 2.262 2.096 1.718 0.050 -0.082 0.002
N -0.259 2.122 1.271 0.105 -0.261 -0.002
C -1.987 0.265 -2.720 0.042 0.104 -0.085
C -2.644 -0.267 -3.802 0.010 -0.029 -0.037
C -2.395 -1.586 -4.185 0.034 0.028 0.069
C -1.522 -2.325 -3.426 -0.037 0.010 0.014
C -0.937 -1.786 -2.275 -0.016 -0.112 0.008
C -0.136 -2.712 -1.416 -0.047 -0.056 0.053
N -1.147 -0.498 -1.939 0.010 0.020 0.129
H 0.433 -2.323 3.230 0.000 -0.004 0.013
H 0.931 -0.832 2.499 -0.015 0.089 -0.128
H 0.901 -2.371 1.573 -0.031 0.014 -0.116
H -1.621 -3.114 3.273 -0.002 -0.006 0.009
H -4.049 -2.605 3.252 -0.015 -0.022 -0.034
H -4.757 -0.429 2.210 -0.011 -0.024 -0.006
H -2.553 4.074 2.819 0.005 0.025 -0.028
H -0.488 5.018 3.874 -0.005 -0.013 0.013
H 1.682 3.966 3.287 -0.001 0.007 0.003
H 2.621 1.739 2.686 0.025 -0.004 0.001
H 2.902 2.938 1.450 0.030 0.001 0.013
H 2.447 1.318 0.995 -0.084 0.107 -0.064
H -3.372 0.319 -4.341 -0.026 -0.064 0.015
H -2.899 -2.017 -5.041 0.006 0.003 -0.005
H -1.315 -3.359 -3.669 0.002 0.002 -0.010
H -0.497 -3.730 -1.556 0.042 -0.004 -0.033
H -0.272 -2.481 -0.365 0.000 -0.010 0.133
H 0.923 -2.726 -1.692 -0.041 -0.004 -0.024
N 0.560 1.765 -1.668 -0.032 -0.275 -0.230
C 2.043 1.507 -1.657 -0.093 -0.041 -0.038
C 2.245 0.032 -1.375 -0.011 -0.034 0.005
N 1.399 -0.397 -0.207 0.200 0.403 0.277
H 0.226 1.479 -2.590 -0.054 0.104 -0.016
H 0.346 2.760 -1.591 0.069 0.004 0.160
H 2.513 2.154 -0.924 -0.065 0.017 0.068
H 2.444 1.770 -2.636 0.090 -0.012 0.026
H 3.292 -0.189 -1.170 0.024 0.000 -0.054
H 1.944 -0.560 -2.242 -0.020 -0.026 0.056
H 1.884 -0.193 0.661 0.042 -0.106 0.007
H 1.305 -1.407 -0.209 -0.066 0.015 -0.123
N -2.142 1.621 -0.800 0.156 0.425 0.002
C -2.338 1.604 -2.132 -0.145 -0.598 0.055
N -2.874 2.567 -2.834 0.143 0.242 -0.100
C -2.804 2.708 -4.321 -0.066 -0.071 0.088
C -2.115 4.029 -4.660 -0.018 0.125 -0.055
O -2.778 5.121 -4.091 0.015 -0.104 0.075
C -2.773 5.038 -2.693 0.006 0.100 -0.110
C -3.490 3.775 -2.231 -0.032 -0.128 0.053
H -3.823 2.700 -4.711 0.001 -0.014 -0.016
H -2.232 1.893 -4.750 0.031 0.075 -0.028
H -2.131 4.162 -5.741 0.013 -0.032 0.000
H -1.064 4.002 -4.329 -0.002 -0.023 -0.007
H -3.298 5.913 -2.313 -0.003 -0.021 0.039
H -1.741 5.055 -2.309 -0.006 -0.011 0.018
H -4.528 3.788 -2.570 -0.004 0.030 0.012
H -3.484 3.704 -1.148 0.029 0.060 -0.026



78
Properties=species:S:1:pos:R:3:forces:R:3 method="wB97M-V/def2-TZVPD" e_homo_ha="-0.567 / -0.564" de_lowest_ev=0.1032 s2=6.02 energy_ha=-6581.40603 spin_multiplicity=5 total_charge=+3
Os 1.868 1.384 -0.065 -0.174 -0.238 1.336
N 3.962 2.165 -0.191 0.099 0.186 -0.168
N 3.829 3.426 -0.807 -0.267 -0.030 0.050
C 2.665 3.728 -1.493 0.692 0.904 -0.385
O 2.472 4.744 -2.067 -0.117 -0.383 0.179
O 1.746 2.714 -1.402 -0.345 -0.572 0.211
H 4.369 2.300 0.733 0.079 -0.061 0.139
H 4.597 1.573 -0.729 0.109 -0.164 -0.013
H 4.658 3.975 -0.985 0.094 0.038 -0.042
C -0.144 -2.497 -3.669 0.144 -0.275 -0.037
O -0.824 -1.303 -3.222 -0.053 0.454 0.381
C -0.747 -0.949 -1.972 0.110 -0.554 -0.518
O -0.048 -1.484 -1.119 0.112 0.562 0.150
C -1.516 0.287 -1.613 0.161 0.021 -0.485
C -2.672 0.779 -2.063 0.058 0.192 0.344
As -3.634 2.478 -1.590 -0.099 -0.274 0.058
C -3.056 3.445 -3.193 -0.013 0.156 -0.086
C -2.309 3.368 -0.393 0.071 -0.139 -0.057
C -1.129 2.908 0.034 0.550 0.340 0.095
As -0.580 1.089 -0.150 -1.435 -0.298 0.161
C -1.282 0.258 1.446 0.378 -0.156 0.165
C -0.058 3.661 0.755 -0.870 0.733 -0.649
O 0.859 3.038 1.346 0.980 -1.009 -0.286
O -0.074 4.935 0.630 -0.110 -0.519 0.092
C 0.922 5.769 1.284 0.150 0.180 0.119
C -2.870 4.669 0.160 -0.156 0.428 0.012
O -2.708 5.012 1.297 0.034 -0.206 -0.067
O -3.622 5.270 -0.745 0.160 -0.260 0.027
C -4.330 6.463 -0.308 -0.075 0.140 0.042
C -3.628 0.088 -3.022 0.115 -0.549 -0.347
O -4.531 0.734 -3.486 0.040 0.166 0.067
O -3.412 -1.196 -3.232 -0.200 0.463 0.365
C -4.388 -1.853 -4.087 -0.058 -0.100 -0.102
H -0.824 -2.989 -4.357 0.000 0.025 0.001
H 0.093 -3.140 -2.828 -0.006 -0.009 -0.003
H 0.760 -2.195 -4.193 -0.006 0.009 0.015
H -3.491 2.923 -4.041 -0.018 0.022 0.021
H -1.974 3.494 -3.284 0.007 -0.033 0.033
H -3.471 4.447 -3.120 0.018 -0.012 -0.054
H -2.359 0.417 1.459 -0.020 0.075 -0.143
H -0.834 0.733 2.318 -0.021 -0.017 0.024
H -1.059 -0.806 1.415 0.009 -0.017 0.003
H 0.379 6.640 1.635 0.003 0.002 -0.005
H 1.651 6.053 0.529 -0.014 0.010 -0.017
H 1.381 5.235 2.108 -0.012 0.017 0.031
H -5.075 6.652 -1.072 0.015 0.004 -0.008
H -3.628 7.290 -0.239 0.009 -0.011 0.004
H -4.792 6.281 0.658 -0.012 -0.014 -0.008
H -4.235 -2.915 -3.932 0.004 0.009 -0.005
H -4.198 -1.579 -5.122 -0.004 0.021 0.004
H -5.393 -1.555 -3.803 -0.007 -0.011 0.024
C 2.228 -6.717 0.494 0.441 -0.140 0.782
C 2.800 -6.212 1.843 -0.197 0.002 -1.077
N 2.255 -4.931 2.249 0.818 4.035 -0.801
C 1.209 -4.899 3.250 -0.087 -0.989 -0.155
C -0.060 -5.644 2.786 0.266 0.556 0.552
C 2.744 -3.749 1.558 -1.809 -4.717 2.049
O 3.400 -3.932 0.576 1.131 1.169 -1.363
C 2.463 -2.373 2.071 0.058 0.194 -0.183
C 2.604 -1.985 3.401 0.017 -0.101 -0.108
C 2.478 -0.645 3.731 -0.099 0.479 -0.202
C 2.237 0.268 2.726 0.095 0.279 0.620
N 2.144 -0.101 1.430 -0.223 0.862 -0.706
C 2.249 -1.398 1.105 0.086 -0.556 0.049
H 2.680 -7.692 0.320 -0.098 -0.057 -0.217
H 2.502 -6.050 -0.317 -0.009 0.021 -0.028
H 1.149 -6.835 0.540 -0.048 -0.003 -0.035
H 3.880 -6.090 1.744 -0.043 -0.168 0.097
H 2.574 -6.917 2.641 0.108 -0.040 0.039
H 0.973 -3.869 3.494 -0.143 0.111 0.078
H 1.612 -5.399 4.138 -0.231 0.192 0.136
H -0.468 -5.192 1.884 -0.015 -0.029 -0.076
H -0.788 -5.556 3.590 -0.186 -0.122 -0.058
H 0.130 -6.700 2.614 0.033 0.011 -0.020
H 2.835 -2.703 4.179 -0.025 -0.112 -0.116
H 2.577 -0.309 4.753 -0.016 0.051 -0.006
H 2.117 1.325 2.932 0.015 -0.011 0.077
H 2.157 -1.658 0.058 0.052 -0.165 0.002